1.
{
  "formula": "C19H39F3MgN3O6S3",
  "method": "ωB97M-V/def2-TZVPD",
  "elements": ["Mg", "C", "O", "O", "C", "F", "F", "F", "C", "C", "H", "H", "H", "H", "H", "H", "C", "C", "N", "H", "H", "H", "C", "C", "N", "H", "H", "H", "C", "C", "N", "H", "H", "H", "C", "S", "O", "C", "H", "H", "H", "H", "H", "H", "C", "S", "O", "C", "H", "H", "H", "H", "H", "H", "C", "S", "O", "C", "H", "H", "H", "H", "H", "H", "C", "C", "O", "C", "H", "H", "H", "H", "H", "H"],
  "xyz": [[-2.527, -0.095, -1.469], [-0.758, -0.237, 1.197], [-0.035, 0.937, 1.430], [-1.860, 0.019, 0.460], [0.229, -1.318, 0.646], [0.381, -1.217, -0.704], [1.463, -1.071, 1.177], [-0.054, -2.593, 0.952], [0.564, 1.642, 0.379], [1.337, 2.801, 1.037], [0.575, 3.420, 1.513], [1.991, 2.441, 1.828], [1.942, 3.326, 0.300], [-0.168, 2.012, -0.342], [1.302, 1.000, -0.119], [-1.032, -0.629, 2.182], [2.587, -3.580, -2.018], [1.845, -4.604, -1.285], [1.280, -5.439, -0.739], [2.055, -3.384, -2.951], [3.524, -4.022, -2.358], [2.703, -2.691, -1.409], [0.191, 5.058, 4.672], [1.575, 4.718, 4.297], [2.641, 4.426, 3.997], [-0.377, 5.113, 3.748], [0.130, 6.015, 5.188], [-0.155, 4.324, 5.396], [-2.851, -2.921, 2.364], [-3.791, -2.324, 3.331], [-4.507, -1.814, 4.069], [-1.853, -2.782, 2.777], [-2.939, -2.403, 1.414], [-3.025, -3.994, 2.310], [0.648, -0.263, -4.301], [-0.323, 1.134, -3.640], [-0.943, 0.598, -2.372], [1.039, 2.194, -3.164], [-0.040, -1.006, -4.685], [1.212, -0.631, -3.441], [1.357, 0.102, -5.040], [1.693, 2.262, -4.038], [1.671, 1.805, -2.366], [0.696, 3.187, -2.885], [-2.671, -3.369, -4.013], [-1.691, -3.198, -2.545], [-1.692, -1.755, -2.049], [-2.704, -4.123, -1.345], [-2.571, -4.422, -4.298], [-2.356, -2.749, -4.844], [-3.739, -3.305, -3.787], [-2.236, -3.998, -0.369], [-2.748, -5.172, -1.626], [-3.694, -3.672, -1.250], [-3.049, 3.117, 0.774], [-3.893, 2.923, -0.827], [-3.267, 1.706, -1.498], [-5.488, 2.295, -0.232], [-2.093, 3.593, 0.569], [-2.845, 2.095, 1.110], [-3.667, 3.675, 1.471], [-5.314, 1.403, 0.376], [-6.059, 1.979, -1.100], [-5.922, 3.052, 0.416], [6.860, 0.726, 2.074], [6.132, -0.462, 1.453], [6.735, -1.260, 0.780], [4.617, -0.441, 1.590], [6.297, 1.639, 1.898], [7.906, 0.771, 1.772], [7.010, 0.548, 3.147], [4.294, 0.360, 0.922], [4.396, -0.101, 2.608], [4.061, -1.366, 1.487]],
  "e_tot_ev": -83187.995,
  "gap_ha": 0.2856,
  "total_charge": 1,
  "homo_energy_ev": -10.877
}

2.
{
  "formula": "C19H39FN2OSi2",
  "method": "ωB97M-V/def2-TZVPD",
  "elements": ["C", "C", "C", "C", "C", "C", "C", "C", "C", "Si", "O", "Si", "C", "C", "C", "N", "C", "C", "C", "F", "H", "H", "H", "H", "H", "H", "H", "H", "H", "H", "H", "H", "H", "H", "H", "H", "H", "H", "H", "H", "H", "H", "H", "H", "H", "H", "H", "H", "H", "H", "H", "H", "H", "H", "N", "C", "C", "C", "C", "H", "H", "H", "H", "H"],
  "xyz": [[0.808, -4.320, 2.074], [1.830, -4.323, 0.765], [2.494, -2.819, 0.641], [3.487, -2.683, -0.697], [2.708, -1.872, -1.900], [3.359, -0.408, -2.264], [3.678, 0.534, -0.938], [3.113, 2.078, -1.087], [1.475, 2.178, -1.016], [0.705, 1.750, 0.695], [0.058, 0.123, 0.840], [-1.083, -0.264, -0.438], [-1.145, -2.225, -0.529], [-2.124, -2.762, -1.752], [-1.465, -2.776, -3.264], [-3.404, -3.137, -1.425], [-2.895, 0.304, -0.121], [-3.608, 0.424, -1.629], [-3.559, 2.006, -2.084], [-4.981, -0.143, -1.657], [0.035, -3.434, 2.044], [0.258, -5.358, 2.089], [1.406, -4.204, 3.090], [1.255, -4.621, -0.226], [2.689, -5.078, 1.027], [1.681, -1.952, 0.534], [3.153, -2.532, 1.593], [3.884, -3.738, -1.026], [4.433, -2.077, -0.307], [2.774, -2.561, -2.872], [1.582, -1.699, -1.632], [4.391, -0.586, -2.821], [2.623, 0.111, -3.023], [4.853, 0.615, -0.862], [3.327, 0.001, 0.068], [3.666, 2.779, -0.302], [3.424, 2.424, -2.186], [1.054, 1.574, -1.925], [1.203, 3.319, -1.229], [1.813, 1.838, 1.680], [-0.276, 2.764, 1.155], [-0.655, 0.193, -1.754], [-0.066, -2.684, -0.598], [-1.578, -2.555, 0.523], [-0.302, -2.966, -3.128], [-1.942, -3.643, -3.890], [-1.638, -1.699, -3.714], [-3.546, -3.002, -0.395], [-3.464, -0.606, 0.400], [-3.009, 1.297, 0.490], [-2.980, -0.175, -2.443], [-3.743, 2.638, -1.096], [-4.440, 2.216, -2.856], [-2.498, 2.203, -2.554], [-0.927, 4.441, 3.824], [-0.985, 5.672, 4.426], [-2.303, 5.940, 4.720], [-3.066, 4.829, 4.285], [-2.191, 3.918, 3.739], [-0.083, 3.990, 3.495], [-0.086, 6.250, 4.592], [-2.675, 6.837, 5.196], [-4.139, 4.707, 4.363], [-2.358, 2.945, 3.297]],
  "e_tot_ev": -43831.181,
  "gap_ha": 0.3260,
  "homo_energy_ev": -8.315
}

3.
{
  "formula": "C19H39N4O4P",
  "method": "ωB97M-V/def2-TZVPD",
  "elements": ["P", "C", "C", "C", "C", "C", "C", "C", "H", "H", "H", "H", "H", "H", "H", "H", "H", "H", "H", "C", "O", "N", "C", "C", "H", "H", "H", "H", "H", "H", "H", "C", "O", "N", "C", "C", "H", "H", "H", "H", "H", "H", "H", "C", "O", "N", "C", "C", "H", "H", "H", "H", "H", "H", "H", "C", "O", "N", "C", "C", "H", "H", "H", "H", "H", "H", "H"],
  "xyz": [[-0.613, 1.262, 1.134], [-1.962, 0.434, -0.013], [-3.383, 0.945, 0.576], [-4.171, -0.035, 1.479], [-5.524, 0.507, 2.070], [-5.954, 1.942, 1.713], [-5.155, 2.922, 0.810], [-3.820, 2.383, 0.221], [-0.117, -0.022, 1.554], [-0.181, 1.985, -0.039], [-1.670, 1.894, 1.913], [0.366, 1.968, 1.943], [-1.873, -0.704, 0.010], [-1.856, 0.785, -1.109], [-3.760, -1.076, 1.719], [-6.104, -0.217, 2.734], [-6.922, 2.351, 2.167], [-5.511, 3.993, 0.598], [-3.136, 3.032, -0.436], [2.847, 2.605, 3.841], [1.637, 2.732, 3.817], [3.692, 2.929, 2.821], [5.126, 2.750, 2.921], [3.136, 3.469, 1.596], [3.371, 2.203, 4.724], [5.616, 3.719, 2.791], [5.457, 2.066, 2.135], [5.402, 2.338, 3.893], [2.593, 4.389, 1.824], [2.436, 2.744, 1.172], [3.928, 3.678, 0.874], [0.439, -1.781, -2.304], [1.043, -0.892, -2.879], [-0.097, -2.882, -2.900], [-0.803, -3.900, -2.147], [0.043, -3.042, -4.334], [0.276, -1.759, -1.214], [-0.293, -4.856, -2.276], [-1.826, -3.976, -2.525], [-0.831, -3.651, -1.086], [1.105, -3.065, -4.591], [-0.420, -2.189, -4.837], [-0.434, -3.965, -4.665], [2.214, 5.577, -1.361], [3.290, 6.031, -1.700], [1.147, 5.378, -2.186], [-0.106, 4.831, -1.707], [1.270, 5.724, -3.589], [2.013, 5.281, -0.319], [-0.322, 3.905, -2.247], [-0.905, 5.555, -1.890], [-0.056, 4.617, -0.638], [2.086, 5.148, -4.030], [1.506, 6.788, -3.676], [0.341, 5.511, -4.119], [0.632, -5.871, 1.140], [0.446, -5.055, 0.256], [0.474, -7.219, 1.011], [0.714, -8.132, 2.110], [0.052, -7.757, -0.268], [0.954, -5.569, 2.149], [1.501, -8.834, 1.825], [-0.206, -8.682, 2.324], [1.024, -7.592, 3.006], [0.782, -7.478, -1.032], [-0.917, -7.326, -0.536], [-0.031, -8.843, -0.219]],
  "e_tot_ev": -43767.907,
  "gap_ha": 0.3013,
  "homo_energy_ev": -7.695,
  "smiles": "[PH4]Cc1ccccc1.CN(C)C=O.CN(C)C=O.CN(C)C=O.CN(C)C=O"
}

4.
{
  "formula": "C19H40BO7S",
  "method": "ωB97M-V/def2-TZVPD",
  "elements": ["C", "C", "C", "C", "C", "C", "O", "B", "O", "C", "C", "C", "C", "C", "S", "O", "O", "O", "H", "H", "H", "H", "H", "H", "H", "H", "H", "H", "H", "H", "H", "H", "H", "H", "H", "H", "H", "H", "C", "C", "O", "C", "C", "H", "H", "H", "H", "H", "H", "H", "H", "H", "H", "C", "C", "O", "C", "C", "H", "H", "H", "H", "H", "H", "H", "H", "H", "H"],
  "xyz": [[-2.951, 4.156, 3.167], [-2.105, 3.642, 2.488], [-1.056, 3.026, 1.672], [-1.601, 1.974, 0.678], [-1.345, 0.526, 1.064], [0.122, 0.111, 1.052], [0.324, -1.023, 0.224], [1.705, -1.505, 0.606], [2.037, -0.761, 1.894], [0.756, -0.390, 2.343], [0.854, 0.554, 3.519], [1.411, -0.118, 4.772], [2.160, 0.846, 5.700], [3.650, 1.024, 5.380], [4.066, 2.380, 4.322], [3.046, 3.390, 4.352], [5.422, 2.783, 4.570], [3.995, 1.602, 2.942], [-3.730, 4.500, 3.801], [-0.538, 3.830, 1.145], [-0.329, 2.593, 2.359], [-1.176, 2.178, -0.307], [-2.678, 2.134, 0.581], [-1.847, -0.110, 0.332], [-1.793, 0.289, 2.037], [0.783, 0.896, 0.638], [1.691, -2.716, 0.891], [2.539, -1.281, -0.285], [0.225, -1.326, 2.606], [1.522, 1.367, 3.217], [-0.115, 1.020, 3.729], [2.059, -0.949, 4.487], [0.574, -0.516, 5.352], [1.663, 1.818, 5.702], [2.108, 0.473, 6.726], [4.209, 1.229, 6.294], [4.063, 0.124, 4.926], [4.058, 2.238, 2.212], [1.536, -5.774, -4.582], [0.951, -5.409, -3.225], [1.799, -4.629, -2.416], [2.175, -3.367, -2.947], [1.007, -2.439, -3.234], [2.498, -6.275, -4.460], [0.857, -6.443, -5.114], [1.692, -4.894, -5.207], [0.771, -6.320, -2.650], [-0.023, -4.920, -3.355], [2.792, -3.510, -3.845], [2.807, -2.905, -2.189], [0.353, -2.840, -4.014], [1.375, -1.469, -3.568], [0.419, -2.288, -2.327], [-3.400, -0.009, -4.581], [-4.059, 0.374, -3.266], [-3.279, 1.235, -2.462], [-2.945, 2.488, -3.021], [-4.147, 3.354, -3.365], [-2.419, -0.449, -4.398], [-4.018, -0.739, -5.106], [-3.269, 0.850, -5.240], [-4.204, -0.519, -2.657], [-5.053, 0.804, -3.446], [-2.302, 2.362, -3.900], [-2.345, 2.983, -2.258], [-4.758, 2.913, -4.155], [-3.812, 4.332, -3.713], [-4.779, 3.493, -2.487]],
  "e_tot_ev": -46195.180,
  "gap_ha": 0.2389,
  "total_charge": -1,
  "homo_energy_ev": -3.862
}

Q: Which formula does entry 4 have?
A: C19H40BO7S